--- one ---
90
Properties=species:S:1:pos:R:3 method="wB97M-V/def2-TZVPD" total_charge=0 smiles=CC(C)O.CC(C)O.CC(C)O.CC(C)O.CC(C)O.CC(C)O.CO.CO.CO homo_lumo_gap_ha=0.3548 mol_weight_g_mol=456.702
C -15.7601 5.0750 5.4030
C -16.1991 4.9752 6.8450
C -15.2005 5.5969 7.8063
O -17.4509 5.6392 7.0503
H -16.3328 4.4390 4.7287
H -14.7135 4.7768 5.2875
H -15.7801 6.1172 5.0690
H -16.3412 3.9263 7.1351
H -15.6067 5.5741 8.8141
H -15.0282 6.6406 7.5266
H -14.2357 5.0938 7.7299
H -17.8819 5.7526 6.1988
C -21.9842 -0.0927 0.7958
C -20.6014 -0.5390 0.4119
C -19.5167 0.0689 1.2708
O -20.5712 -1.9754 0.4805
H -22.1168 0.9497 0.4982
H -22.1719 -0.1409 1.8694
H -22.7338 -0.6949 0.2830
H -20.3992 -0.2477 -0.6284
H -18.5305 -0.2450 0.9051
H -19.6169 -0.1637 2.3283
H -19.4990 1.1539 1.1351
H -19.6611 -2.2509 0.6320
C -18.6943 0.2711 -4.6084
C -18.3613 0.5702 -3.1668
C -17.3280 -0.3582 -2.5554
O -17.8829 1.9359 -3.0551
H -19.4152 0.9994 -4.9745
H -19.0578 -0.7500 -4.7305
H -17.7935 0.3497 -5.2278
H -19.2700 0.5325 -2.5634
H -17.2771 -0.1756 -1.4804
H -16.3443 -0.2566 -3.0138
H -17.6541 -1.4011 -2.6345
H -17.0273 1.9429 -3.4990
C -13.7436 -0.8813 0.0602
C -12.9755 -2.1851 -0.0692
C -12.8964 -2.9239 1.2542
O -13.6669 -2.9778 -1.0392
H -13.0866 -0.1408 0.5202
H -14.6401 -1.0440 0.6554
H -14.0183 -0.4994 -0.9235
H -11.9490 -2.0131 -0.4160
H -13.8837 -3.1834 1.6399
H -12.3386 -2.3919 2.0283
H -12.3535 -3.8725 1.1388
H -13.2041 -3.8140 -1.1462
C -11.9262 2.5345 -3.4221
C -13.0063 2.3688 -2.3632
C -12.5160 2.7692 -0.9779
O -14.1570 3.1313 -2.7092
H -11.7472 3.5931 -3.6272
H -12.1930 2.0173 -4.3438
H -10.9711 2.1027 -3.1079
H -13.2761 1.3121 -2.3302
H -13.3341 2.7103 -0.2575
H -12.1089 3.7825 -0.9915
H -11.7634 2.0508 -0.6424
H -13.8799 4.0510 -2.7771
C -21.6641 2.6952 -2.0136
C -20.7740 3.9363 -1.8692
C -20.0351 3.9559 -0.5371
O -19.8542 4.0040 -2.9472
H -22.2461 2.7540 -2.9326
H -22.3290 2.5604 -1.1609
H -21.0112 1.8175 -2.0850
H -21.4154 4.8201 -1.9275
H -20.7102 3.9023 0.3184
H -19.4387 4.8659 -0.4646
H -19.3485 3.1036 -0.4737
H -19.3041 3.2101 -2.8685
C -18.9834 2.3226 4.2262
O -19.2248 3.0159 3.0220
H -18.9051 1.2408 4.0714
H -18.0552 2.6535 4.7106
H -19.8107 2.5192 4.9055
H -18.5021 2.7879 2.4216
C -14.1459 4.9333 2.1273
O -14.4540 3.7111 2.7819
H -14.9979 5.2072 1.5062
H -13.9816 5.7651 2.8175
H -13.2799 4.8275 1.4692
H -13.6778 3.4189 3.2667
C -16.3491 2.1668 0.3848
O -16.6811 2.3988 1.7580
H -15.7071 1.2802 0.3049
H -17.2465 1.9745 -0.1975
H -15.8050 3.0144 -0.0373
H -15.9189 2.8580 2.1378

--- two ---
90
Properties=species:S:1:pos:R:3 method="wB97M-V/def2-TZVPD" total_charge=0 smiles=CC(C)O.CC(C)O.CC(C)O.CC(C)O.CC(C)O.CC(C)O.CC(C)O.O.O homo_lumo_gap_ha=0.3549 mol_weight_g_mol=456.702
C 0.5123 0.0280 4.5744
C -0.7579 0.4700 5.2809
C -0.6637 1.9039 5.7581
O -1.8686 0.3114 4.3944
H 1.3942 0.2056 5.1982
H 0.6835 0.5339 3.6204
H 0.5173 -1.0367 4.3249
H -0.9008 -0.1948 6.1342
H -1.5559 2.1488 6.3405
H -0.6472 2.6429 4.9493
H 0.2261 2.1143 6.3527
H -1.8642 1.0713 3.7946
C -5.5912 -5.3632 -2.1882
C -4.5900 -4.8658 -1.1772
C -3.5128 -5.8975 -0.8715
O -4.0011 -3.6339 -1.6222
H -5.0790 -5.6351 -3.1161
H -6.3422 -4.6177 -2.4534
H -6.1392 -6.2419 -1.8465
H -5.1293 -4.6257 -0.2497
H -3.1092 -6.2901 -1.8091
H -3.8681 -6.7256 -0.2589
H -2.6626 -5.4232 -0.3761
H -3.7546 -3.1630 -0.8220
C 3.0931 3.0655 -1.1586
C 1.9068 3.6037 -1.9558
C 1.5033 4.9857 -1.4570
O 2.2040 3.6531 -3.3571
H 3.2933 2.0766 -1.5760
H 2.9689 3.0670 -0.0777
H 3.9906 3.6677 -1.3533
H 1.0823 2.8978 -1.8435
H 0.9730 4.9357 -0.4970
H 0.7311 5.4251 -2.0930
H 2.3760 5.6267 -1.3333
H 3.0706 4.0761 -3.4081
C 0.4502 0.3039 -0.5871
C -0.0620 -0.4191 0.6479
C -1.5806 -0.4541 0.7088
O 0.5056 -1.7052 0.8262
H 0.1177 1.3346 -0.5520
H 0.2159 -0.3310 -1.4432
H 1.5419 0.3039 -0.5387
H 0.2176 0.1983 1.5161
H -2.0148 -1.1294 -0.0366
H -1.9672 0.5542 0.5785
H -1.9517 -0.8211 1.6714
H 0.0294 -2.1745 1.5302
C -3.7692 3.1439 1.3455
C -2.3256 3.5890 1.5263
C -2.2038 4.8715 2.3005
O -1.6639 2.5001 2.2055
H -4.3923 3.3140 2.2281
H -3.8055 2.0685 1.1638
H -4.2704 3.6454 0.5168
H -1.9159 3.6401 0.5116
H -2.7284 5.6813 1.7937
H -1.1502 5.1305 2.4605
H -2.6079 4.8088 3.3141
H -0.8162 2.8533 2.5031
C 0.1685 0.8267 -6.9009
C 0.9355 1.1043 -5.6372
C 0.7963 0.1110 -4.4850
O 2.3101 1.2668 -6.0011
H 0.4411 1.6122 -7.6125
H -0.9165 0.8550 -6.8339
H 0.5082 -0.1013 -7.3670
H 0.5607 2.0380 -5.1891
H 1.6439 0.2043 -3.8073
H 0.7797 -0.9306 -4.8290
H -0.1500 0.2623 -3.9629
H 2.7560 1.5870 -5.2092
C 5.2912 -2.0661 1.7034
C 4.0993 -2.4490 0.8497
C 3.3805 -3.6801 1.4060
O 3.2195 -1.3719 0.6763
H 5.9364 -2.9363 1.8385
H 5.0525 -1.6526 2.6878
H 5.9235 -1.2911 1.2570
H 4.5547 -2.7324 -0.1100
H 2.4606 -3.7567 0.8103
H 3.0539 -3.5560 2.4362
H 3.9229 -4.5974 1.1879
H 2.2761 -1.6395 0.6642
O -0.4772 -3.6636 2.5990
H -0.7670 -4.5575 2.3905
H -1.0523 -3.3740 3.3173
O 3.6087 -0.0216 -2.0368
H 3.5646 -0.4717 -1.1793
H 3.7775 -0.7216 -2.6753

Least stable: one

--- one ---
5
Properties=species:S:1:pos:R:3 method="wB97M-V/def2-TZVPD" total_charge=0 homo_lumo_gap_ha="0.3437 / 0.3441" mol_weight_g_mol=75.092
C 0.7521 -0.6318 0.8955
N -0.4820 1.1207 -1.2256
O 0.9662 -0.1757 -0.1474
S 0.0214 -1.0207 2.2222
H -1.2578 0.7075 -1.7448

--- two ---
5
Properties=species:S:1:pos:R:3 method="wB97M-V/def2-TZVPD" total_charge=0 homo_lumo_gap_ha=0.3648 mol_weight_g_mol=75.092
C -0.3094 0.0763 -1.0395
N -0.5326 0.1019 -2.1590
O 0.4161 1.1446 1.2108
S -0.2757 -0.0599 0.8104
H 0.7017 -1.2629 1.1773

Least stable: one

--- one ---
7
Properties=species:S:1:pos:R:3 method="wB97M-V/def2-TZVPD" total_charge=0 homo_lumo_gap_ha="0.2932 / 0.2684" mol_weight_g_mol=125.942
C 0.0705 -0.9400 0.7815
C -1.8462 -2.4520 1.5249
N -0.3209 0.0257 0.1937
O -2.9391 -2.0713 1.7149
Cl 1.2147 -1.9913 1.1447
Cl -1.3394 -4.0479 1.7799
H 0.1571 0.8114 -0.2840

--- two ---
7
Properties=species:S:1:pos:R:3 method="wB97M-V/def2-TZVPD" total_charge=0 smiles="N#CC(=O)Cl.Cl" homo_lumo_gap_ha=0.3782 mol_weight_g_mol=125.942
N 1.6427 0.0102 -2.1514
C 0.5584 -0.0682 -2.5586
C -0.7608 -0.0691 -3.0971
O -1.4110 -1.0375 -3.2787
Cl -1.3683 1.6137 -3.3294
Cl 0.3898 -1.1362 0.5962
H 0.7795 -1.1715 -0.5415

Least stable: one

--- one ---
16
Properties=species:S:1:pos:R:3 method="wB97M-V/def2-TZVPD" total_charge=0 smiles="NN1C(=O)C[C@H](I)[C@H]1O" homo_lumo_gap_ha=0.3480 mol_weight_g_mol=242.016
N -1.9402 -0.6125 -0.8376
N -0.7945 0.0075 -0.3098
C -0.7198 1.3240 -0.0171
O -1.6516 2.0937 -0.0443
C 0.7439 1.6352 0.2741
C 1.3537 0.2655 0.5098
I 3.4191 0.0871 -0.0999
C 0.4401 -0.7284 -0.2336
O 0.2166 -1.8998 0.4972
H -2.6167 0.1347 -0.9962
H -2.3241 -1.2548 -0.1429
H 1.1554 2.1302 -0.6086
H 0.8472 2.3110 1.1217
H 1.3347 0.0067 1.5693
H 0.7985 -0.9661 -1.2496
H 0.9125 -2.5406 0.3164

--- two ---
16
Properties=species:S:1:pos:R:3 method="wB97M-V/def2-TZVPD" total_charge=0 homo_lumo_gap_ha="0.2406 / 0.3073" mol_weight_g_mol=242.016
C -0.4231 1.2214 0.0418
C 1.0655 1.3866 0.2770
C 1.5559 -0.0115 0.4141
C 1.0112 -0.9541 -0.5911
N -0.9527 0.1240 0.6860
N -2.2456 -0.1730 0.4581
O -1.0886 1.9899 -0.6342
O 0.5957 -2.1786 -0.1416
I 3.7980 0.1404 0.0750
H 1.5144 1.9616 -0.5467
H 1.4356 1.8430 1.1758
H 1.2980 -0.4288 1.3802
H 1.2011 -0.7783 -1.7101
H -2.6479 -0.0559 -0.4941
H -2.6443 -0.7020 1.1655
H 0.1436 -2.7463 -0.9260

Least stable: two